P:
# C2H8N3O

The ion C2H8N3O with charge +1 (ωB97M-V/def2-TZVPD, OMol25).

Calculated values
Lowest unoccupied orbital energy, eV: -3.7
SMILES string: C[C@H]1N[NH2+]ON1
Gap between HOMO and LUMO, eV: 11.25

The geometry in ORCA input format:
```
! wB97M-V def2-TZVPD RIJCOSX def2/J DEFGRID3
* xyz 1 1
C 1.5932 -0.0623 -0.3126
C 0.3539 -0.2923 0.5757
N -0.4982 0.8884 0.7421
N -1.2388 0.7577 -0.4642
O -1.7699 -0.5098 -0.5201
N -0.6782 -1.2169 0.4125
H 1.4034 0.2243 -1.4620
H 2.2733 -0.9806 -0.3819
H 2.1647 0.7594 0.0932
H 0.8125 -0.4481 1.5755
H -1.1499 0.6521 1.5422
H -2.0108 1.4643 -0.5503
H -0.6729 0.8798 -1.3051
H -0.5823 -2.1159 0.0550
*
```

Q:
# C2H8N3O

A cluster of 2 separate species, C2H8N3O in total (ωB97M-V/def2-TZVPD, OMol25).

Calculated values
Lowest unoccupied orbital energy, eV: -2.9
Gap between HOMO and LUMO, eV: 11.44

The geometry in ORCA input format:
```
! wB97M-V def2-TZVPD RIJCOSX def2/J DEFGRID3
* xyz 1 1
C 1.9602 -0.9849 0.4296
N 3.0365 -0.2330 0.6301
O 0.7921 -0.6165 0.5440
H 2.2268 -2.0023 0.1181
H 3.9325 -0.6930 0.6344
H 3.0585 0.7742 0.6904
N -1.4284 -0.3837 -1.0099
C -2.2906 0.5047 -0.6280
N -2.0524 1.3075 0.3765
H -0.5216 -0.4079 -0.5202
H -1.5841 -1.0850 -1.7135
H -3.2443 0.5873 -1.1380
H -2.7186 1.9753 0.7227
H -1.1667 1.2574 0.8638
*
```

Relative energy of each structure, in hartree: P 0.2588; Q 0.0000.

P:
# C2H8N3O

A cluster of 2 separate species, C2H8N3O in total (ωB97M-V/def2-TZVPD, OMol25).

Calculated values
Lowest unoccupied orbital energy, eV: -5.6
Gap between HOMO and LUMO, eV: 7.33

The geometry in ORCA input format:
```
! wB97M-V def2-TZVPD RIJCOSX def2/J DEFGRID3
* xyz 1 1
C -0.5136 0.7037 0.8065
C 0.9526 -1.5615 -1.5343
N -1.3376 1.7068 1.1854
N -0.5424 -0.4125 1.5605
N 0.2817 0.7702 -0.2138
O 1.3489 -1.0245 -2.6105
H 1.6109 -1.7630 -0.6962
H -0.0923 -1.8446 -1.5198
H -1.7521 1.6987 2.1013
H -1.2901 2.5981 0.7240
H -1.1581 -0.4928 2.3491
H 0.0053 -1.2107 1.3072
H 0.1999 1.5830 -0.8053
H 2.2870 -0.7511 -2.6540
*
```

Q:
# C2H8N3O

A cluster of 2 separate species, C2H8N3O in total (ωB97M-V/def2-TZVPD, OMol25).

Calculated values
Lowest unoccupied orbital energy, eV: -7.5
Gap between HOMO and LUMO, eV: 6.98

The geometry in ORCA input format:
```
! wB97M-V def2-TZVPD RIJCOSX def2/J DEFGRID3
* xyz 1 1
O 1.4627 -0.9885 -1.8404
C 0.4199 -1.3221 -1.3430
H 0.1746 -2.3494 -1.0373
H -0.4421 -0.6617 -1.4862
N -0.9196 1.3362 1.6183
C -0.4912 0.6009 0.4516
N -1.1824 -0.7966 0.5735
N 0.8179 0.9481 0.2325
H -0.1072 1.3490 2.2333
H -1.0270 2.3231 1.3392
H -0.7002 -0.9784 1.4630
H -2.0323 -0.2504 0.7538
H 1.2189 0.1256 -0.2390
H 0.8366 1.7242 -0.4442
*
```

Relative energy of each structure, in hartree: P 0.0000; Q 0.1477.

P:
# C4H12NO2

A cluster of 3 separate species, C4H12NO2 in total (ωB97M-V/def2-TZVPD, OMol25).

Calculated values
Lowest unoccupied orbital energy, eV: -9.5
Gap between HOMO and LUMO, eV: 3.78

The geometry in ORCA input format:
```
! wB97M-V def2-TZVPD RIJCOSX def2/J DEFGRID3
* xyz 1 1
O 0.5312 -0.7915 -0.1674
C 1.0490 -1.9011 0.1449
C 0.4789 -3.1059 -0.2386
N -2.0281 0.4809 0.9852
C -1.3341 1.6635 0.5112
C 0.1061 1.8207 0.8974
H 2.0799 -1.8634 0.4922
H -0.4022 -3.1487 -0.8669
H 1.1296 -3.9537 -0.0528
H -2.3201 0.4101 1.9483
H -1.7185 -0.3790 0.5537
H -1.9257 2.5095 0.8799
H -1.4213 1.6229 -0.5704
H 0.6862 2.5632 0.3454
H 0.7370 0.9345 0.6620
H 0.1832 2.1042 1.9600
H 0.9476 0.4028 -1.4057
H 1.3723 0.9823 -2.7405
O 1.1199 1.2650 -1.8494
*
```

Q:
# C4H12NO2

A cluster of 2 separate species, C4H12NO2 in total (ωB97M-V/def2-TZVPD, OMol25).

Calculated values
Lowest unoccupied orbital energy, eV: -3.3
Gap between HOMO and LUMO, eV: 11.50

The geometry in ORCA input format:
```
! wB97M-V def2-TZVPD RIJCOSX def2/J DEFGRID3
* xyz 1 1
O -1.7320 1.9635 -0.0608
C -0.6542 2.0381 0.4723
C 0.2400 0.8331 0.4814
N -0.2509 -0.1078 -0.5723
C 0.1362 0.3165 -1.9692
C 0.2742 0.1678 1.8603
H -0.3347 2.9754 0.9515
H 1.2610 1.1350 0.2474
H 0.1682 -1.0290 -0.3728
H -1.2581 0.0423 -0.5501
H -0.3986 1.2220 -2.1933
H -0.1188 -0.5080 -2.6065
H 1.2035 0.4889 -2.0968
H -0.6783 -0.2360 2.0581
H 0.4767 0.9255 2.5938
H 1.0300 -0.6009 1.9693
H 0.9247 -3.3216 0.2903
H -0.4729 -3.4690 -0.4078
O 0.1840 -2.8358 -0.0948
*
```

R:
# C4H12NO2

A cluster of 3 separate species, C4H12NO2 in total (ωB97M-V/def2-TZVPD, OMol25).

Calculated values
Lowest unoccupied orbital energy, eV: -8.8
Gap between HOMO and LUMO, eV: 5.59

The geometry in ORCA input format:
```
! wB97M-V def2-TZVPD RIJCOSX def2/J DEFGRID3
* xyz 1 1
C -0.9436 -0.4169 1.7367
C 0.0942 0.0822 0.7114
C 1.4410 0.2655 1.2199
C -0.3056 1.1318 -0.2322
N -0.2444 -0.4782 -0.6052
H -0.8134 0.1264 2.6908
H -0.7265 -1.5110 1.9005
H -1.8868 -0.3464 1.1600
H 1.8704 -0.4205 1.9423
H 1.8378 1.2640 1.4235
H 0.4989 1.7446 -0.6170
H -1.2570 1.6142 -0.0152
H 0.6341 -0.5374 -1.1397
H -1.8527 -0.1592 -1.1527
H -3.3913 -0.4908 -1.4625
O -2.7596 0.1996 -1.2518
H 3.1505 -1.2561 -1.4531
H 2.3764 -0.5418 -0.2346
O 2.6972 -0.4672 -1.1367
*
```

Relative energy of each structure, in hartree: P 0.2263; Q 0.0000; R 0.2218.

P:
# C4H12NO2

A cluster of 2 separate species, C4H12NO2 in total (ωB97M-V/def2-TZVPD, OMol25).

Calculated values
Lowest unoccupied orbital energy (spin up / spin down), eV: -4.3 / -4.3
Gap between HOMO and LUMO (spin up / spin down), eV: 9.01 / 9.02

The geometry in ORCA input format:
```
! wB97M-V def2-TZVPD RIJCOSX def2/J DEFGRID3
* xyz 1 1
C 0.6002 1.3616 0.3634
C 1.4616 -0.9320 0.1741
C -0.8146 -0.5326 0.8424
C 0.3108 -0.0688 -0.0620
N -0.2115 -0.0479 -1.5308
O -3.4528 -0.2282 0.1847
O -2.3870 0.5458 0.0578
H 1.3725 1.7722 -0.2774
H -0.2221 1.9995 0.1653
H 1.1486 1.4362 1.2449
H 2.2069 -0.4123 -0.3955
H 1.8173 -0.9619 1.2772
H 1.3383 -2.0282 -0.0815
H -0.9088 -0.0139 1.8044
H -1.2759 -1.5297 0.9926
H -1.2509 0.3218 -1.4421
H -0.1332 -1.0409 -1.9971
H 0.2282 0.7707 -2.1682
H -3.7589 -0.0724 1.1145
*
```

Q:
# C4H12NO2

A cluster of 3 separate species, C4H12NO2 in total (ωB97M-V/def2-TZVPD, OMol25).

Calculated values
Lowest unoccupied orbital energy, eV: -4.8
Gap between HOMO and LUMO, eV: 8.83

The geometry in ORCA input format:
```
! wB97M-V def2-TZVPD RIJCOSX def2/J DEFGRID3
* xyz 1 1
C -0.5504 -0.0549 2.0286
C -1.0457 -0.5666 0.7087
C -0.9578 -1.8560 0.1890
C -1.1216 1.5541 -0.1288
N -0.5424 0.3666 -0.3163
H 0.5239 0.1750 2.0045
H -0.7818 -0.8033 2.8533
H -1.0744 0.8955 2.3487
H -1.2835 -2.0349 -0.8662
H -0.4364 -2.7091 0.7499
H -0.5332 2.3158 -0.5801
H -1.9370 1.6971 0.5475
H 0.1605 0.2535 -1.1433
H 3.0928 1.4979 0.4959
H 3.1015 1.1631 -0.8912
O 2.5920 0.8844 -0.0470
H 0.8416 -1.4119 -2.3210
H -0.3467 -0.8279 -3.1257
O 0.2986 -0.5383 -2.5066
*
```

R:
# C4H12NO2

A cluster of 2 separate species, C4H12NO2 in total (ωB97M-V/def2-TZVPD, OMol25).

Calculated values
Lowest unoccupied orbital energy, eV: -3.6
Gap between HOMO and LUMO, eV: 10.93

The geometry in ORCA input format:
```
! wB97M-V def2-TZVPD RIJCOSX def2/J DEFGRID3
* xyz 1 1
C -0.1062 -0.1720 2.0302
C -0.4759 0.0434 0.5780
C -0.4623 1.6457 0.3133
C -1.1279 1.9495 -0.9624
O -1.5725 1.0112 -1.6536
N 0.3531 -0.7256 -0.5097
H -0.4229 -1.1683 2.5046
H 0.9879 -0.2445 2.2405
H -0.7109 0.6334 2.4334
H -1.5856 -0.2388 0.3807
H -0.9389 2.1169 1.0839
H 0.6911 1.6949 0.4608
H -1.1185 2.8277 -1.5938
H 0.9179 -1.6609 -0.3664
H -0.2907 -0.5239 -1.3414
H 0.9570 0.0908 -0.6988
H 2.2152 -3.1674 0.7540
H 3.3219 -2.4382 -0.2321
O 2.3899 -2.7165 -0.0730
*
```

S:
# C4H12NO2

A cluster of 2 separate species, C4H12NO2 in total (ωB97M-V/def2-TZVPD, OMol25).

Calculated values
Lowest unoccupied orbital energy, eV: -3.2
Gap between HOMO and LUMO, eV: 10.79

The geometry in ORCA input format:
```
! wB97M-V def2-TZVPD RIJCOSX def2/J DEFGRID3
* xyz 1 1
C -0.4836 -0.9887 2.1580
C 0.9369 -0.7972 1.5486
C 1.0873 -1.3604 0.1683
C 0.4114 -0.6717 -1.0375
O -0.5550 0.0473 -0.9277
N -1.3958 0.0284 1.4913
H -0.8594 -1.9981 2.0451
H -0.4521 -0.6908 3.2029
H 1.0862 0.2843 1.6279
H 1.6534 -1.1755 2.2768
H 2.0822 -1.5610 -0.2358
H 0.5303 -2.2946 -0.0237
H 0.6349 -1.0541 -2.0358
H -1.1708 0.1246 0.4623
H -1.4519 0.9092 1.9952
H -2.3574 -0.3195 1.4599
H -0.1877 3.6997 -3.1550
H 0.4428 2.4278 -3.7060
O 0.3085 2.9262 -2.8767
*
```

Relative energy of each structure, in hartree: P 0.2019; Q 0.1091; R 0.0582; S 0.0000.

P:
# C4H11NO2S

The molecule C4H11NO2S (ωB97M-V/def2-TZVPD, OMol25).

Calculated values
Lowest unoccupied orbital energy, eV: 0.9
Gap between HOMO and LUMO, eV: 9.34

The geometry in ORCA input format:
```
! wB97M-V def2-TZVPD RIJCOSX def2/J DEFGRID3
* xyz 0 1
C -1.2833 1.4364 1.5123
C -1.9550 0.8710 -0.7981
C 3.0147 -0.6727 -0.4438
C 0.7146 -1.0855 -0.2883
N -1.4687 0.3994 0.4439
O -1.6744 -2.0646 -0.2175
O 1.7873 -0.5017 0.3218
S -0.9216 -1.1341 0.6331
H -2.1121 2.1085 1.6396
H -1.4002 0.8408 2.4654
H -0.2586 1.9452 1.5279
H -1.4768 1.9204 -1.0319
H -1.4814 0.1526 -1.4838
H -3.0445 0.8063 -0.9018
H 3.0611 -1.2612 -1.3584
H 3.7474 -1.3203 0.1980
H 3.4239 0.2840 -0.5386
H 1.0262 -2.1548 -0.4722
H 0.3015 -0.5698 -1.2078
*
```

Q:
# C4H11NO2S

A cluster of 2 separate species, C4H11NO2S in total (ωB97M-V/def2-TZVPD, OMol25).

Calculated values
Lowest unoccupied orbital energy, eV: 0.6
SMILES string: NC(=O)CCCS.O
Gap between HOMO and LUMO, eV: 9.49

The geometry in ORCA input format:
```
! wB97M-V def2-TZVPD RIJCOSX def2/J DEFGRID3
* xyz 0 1
N 0.0684 -1.3903 -2.4947
C -0.1926 -0.2033 -1.8648
O -1.3360 0.2091 -1.7730
C 1.0182 0.4403 -1.2401
C 1.1798 0.0098 0.2181
C 0.0154 0.5250 1.1242
S 0.3026 1.9102 2.2501
H -0.6890 -1.9152 -2.8911
H 1.0002 -1.7643 -2.5802
H 1.9380 0.2165 -1.7980
H 1.0254 1.5199 -1.4090
H 1.0619 -1.0704 0.2872
H 2.0943 0.4304 0.6208
H -0.8752 0.7363 0.5328
H -0.3588 -0.2862 1.7548
H 1.2630 1.3666 2.9763
O -1.2581 -2.6674 0.8820
H -1.4303 -1.9373 0.2594
H -1.3912 -3.4869 0.4234
*
```

R:
# C4H11NO2S

A cluster of 2 separate species, C4H11NO2S in total (ωB97M-V/def2-TZVPD, OMol25).

Calculated values
Lowest unoccupied orbital energy, eV: 0.5
Gap between HOMO and LUMO, eV: 9.79

The geometry in ORCA input format:
```
! wB97M-V def2-TZVPD RIJCOSX def2/J DEFGRID3
* xyz 0 1
O -0.8772 -0.0370 -1.6510
C -0.6238 -1.2527 -1.7654
O 0.0954 -1.9170 -0.9726
C -1.1933 -2.0032 -2.9524
H -0.4509 -2.0372 -3.7324
H -1.4762 -3.0072 -2.6339
H -2.0832 -1.4782 -3.2939
C 0.4912 0.4982 1.5685
C 0.6649 1.9716 1.8533
S 0.0717 2.3981 3.5278
N 0.9968 0.1641 0.2273
H -0.5422 0.1844 1.6394
H 1.0201 -0.1142 2.3007
H 0.1231 2.5642 1.1270
H 1.7062 2.2861 1.8417
H -1.0136 1.6136 3.5108
H 0.8590 -0.8655 -0.1081
H 1.9191 0.5223 0.0358
H 0.3129 0.5096 -0.5226
*
```

S:
# C4H11NO2S

A structure of composition C4H11NO2S (ωB97M-V/def2-TZVPD, OMol25).

Calculated values
Lowest unoccupied orbital energy, eV: -5.4
Gap between HOMO and LUMO, eV: 4.04

The geometry in ORCA input format:
```
! wB97M-V def2-TZVPD RIJCOSX def2/J DEFGRID3
* xyz 0 1
C -0.5252 -1.0619 -0.5250
C -1.0748 0.1016 -1.3942
C -0.0423 0.4455 -2.4765
S 2.6575 -0.0362 -0.1686
C -0.8598 -0.9447 0.9827
N -0.2715 0.1628 1.5752
O -1.7092 -1.6163 1.5127
H -0.8841 -2.0734 -0.7454
H 0.5572 -1.0518 -0.6038
H -1.2227 0.9639 -0.7495
H -1.9931 -0.2465 -1.9286
H 0.9152 0.6550 -1.9716
H 0.2878 -0.3756 -3.1477
H 3.6833 0.7858 0.1757
H -0.7937 1.2079 1.5469
H 0.7499 0.0769 1.4702
H -0.3141 1.3331 -3.0422
H -1.4622 3.0922 1.3651
O -1.4185 2.1875 1.0563
*
```

Relative energy of each structure, in hartree: P 0.1319; Q 0.0000; R 0.0038; S 0.2696.

P:
# C5H10

A cluster of 3 separate species, C5H10 in total (ωB97M-V/def2-TZVPD, OMol25).

Calculated values
Lowest unoccupied orbital energy, eV: 1.3
SMILES string: C1=CC1.[H][H].C=C
Gap between HOMO and LUMO, eV: 10.72

The geometry in ORCA input format:
```
! wB97M-V def2-TZVPD RIJCOSX def2/J DEFGRID3
* xyz 0 1
C 1.6838 0.5007 -0.0445
C 1.7346 -0.3919 -0.9762
C 1.5623 -0.9212 0.4164
H 1.6969 1.5353 0.2591
H 1.8174 -0.6483 -2.0205
H 0.5853 -1.3055 0.7316
H 2.4044 -1.4032 0.9213
H -1.1305 -1.0899 -1.3332
H -0.5360 -1.3329 -1.7097
C -2.1071 0.4362 0.3944
C -1.1669 1.2506 0.8600
H -2.3381 -0.5096 0.8798
H -2.6836 0.6798 -0.4955
H -0.9369 2.1944 0.3706
H -0.5860 1.0055 1.7464
*
```

Q:
# C5H10

A cluster of 2 separate species, C5H10 in total (ωB97M-V/def2-TZVPD, OMol25).

Calculated values
Lowest unoccupied orbital energy, eV: -0.2
Gap between HOMO and LUMO, eV: 7.54

The geometry in ORCA input format:
```
! wB97M-V def2-TZVPD RIJCOSX def2/J DEFGRID3
* xyz 0 1
C -1.7319 0.3660 -0.0659
C -0.8221 -0.8480 -0.1768
C 0.5022 -0.1474 -0.0862
C 1.0147 0.1146 1.1738
C 1.0063 0.3280 -1.2438
H -2.0232 0.7883 -1.0207
H -0.8355 0.9811 0.4611
H -2.5733 0.2820 0.6090
H -0.9442 -1.4882 -1.0413
H -1.0056 -1.4505 0.7185
H 1.9927 0.5156 1.3306
H 0.4290 -0.1714 2.0572
H -0.0657 1.6053 1.0031
H 0.6919 -0.1089 -2.1731
H 1.6612 1.1786 -1.2423
*
```

R:
# C5H10

A structure of composition C5H10 (ωB97M-V/def2-TZVPD, OMol25).

Calculated values
Lowest unoccupied orbital energy, eV: 1.3
Gap between HOMO and LUMO, eV: 10.33

The geometry in ORCA input format:
```
! wB97M-V def2-TZVPD RIJCOSX def2/J DEFGRID3
* xyz 0 1
C 2.3422 -0.3878 0.0017
C 1.2886 0.5364 -0.0377
C -0.1511 -0.0648 0.0038
C -1.3047 0.4598 -0.0496
C -2.5911 -0.2921 0.0393
H 3.3669 0.0576 0.0259
H 2.4040 -0.8230 0.9640
H 2.4598 -1.0988 -1.0349
H 1.1914 1.3590 -0.7647
H 1.2316 1.3420 1.0610
H 0.0087 -1.1548 -0.0235
H -1.4942 1.5097 -0.3245
H -3.0043 0.1280 0.7872
H -3.1906 -0.1327 -0.7460
H -2.5571 -1.4385 0.0979
*
```

S:
# C5H10

The molecule C5H10 (ωB97M-V/def2-TZVPD, OMol25).

Calculated values
Lowest unoccupied orbital energy, eV: 1.2
SMILES string: C=CCCC
Gap between HOMO and LUMO, eV: 10.73

The geometry in ORCA input format:
```
! wB97M-V def2-TZVPD RIJCOSX def2/J DEFGRID3
* xyz 0 1
C -2.1328 0.5663 0.0955
C -1.2555 -0.3675 -0.3283
C -0.1742 -1.0724 0.3256
C 1.1636 -0.5700 -0.2087
C 1.4051 0.9712 0.0270
H -2.8334 0.9860 -0.6008
H -2.1052 1.0123 1.0904
H -1.2888 -0.6452 -1.3962
H -0.2194 -2.1414 0.1910
H -0.2632 -1.0344 1.4484
H 1.2373 -0.7539 -1.2759
H 1.9963 -0.9892 0.3879
H 2.4426 1.2154 -0.2892
H 0.6547 1.5916 -0.5157
H 1.3727 1.2311 1.0490
*
```

Relative energy of each structure, in hartree: P 0.1365; Q 0.1670; R 0.0890; S 0.0000.